[1]
The following is a quantum chemistry calculation of the ion C4H10NO with charge -1 in a non-equilibrium geometry, from the Open Molecules 2025 dataset.

## Properties
- energy relative to the best compared isomer or geometry (same formula, charge and spin) (kcal per mole) = 63.45
- SMILES = CC(C)(C)N[O-]
- lowest unoccupied orbital energy (eV) = 4.03
- E_tot (eV) = -7844.7850
- total charge = -1
- molecular weight (g/mol) = 88.1
- orbital gap (eV) = 5.392

Bonds (Å) are listed after each position.
Atoms and positions in Å:
1 C -1.132 1.033 -0.463  C4 1.518, H7 1.027, H8 1.078, H9 1.029
2 C -0.043 -1.310 -0.624  C4 1.591, H10 1.179, H11 1.135, H12 1.040
3 C -0.001 -0.038 1.440  C4 1.500, H13 1.114, H14 1.056, H15 1.023
4 C 0.044 0.170 -0.045  C1 1.518, C2 1.591, C3 1.500, N5 1.463
5 N 1.360 0.735 -0.346  C4 1.463, O6 1.389, H16 0.939
6 O 2.387 -0.151 -0.044  N5 1.389
7 H -1.169 1.977 -0.058  C1 1.027
8 H -1.038 1.275 -1.510  C1 1.078
9 H -2.046 0.665 -0.166  C1 1.029
10 H 1.083 -1.623 -0.466  C2 1.179
11 H -0.301 -1.486 -1.715  C2 1.135
12 H -0.700 -1.785 0.028  C2 1.040
13 H 1.095 -0.226 1.511  C3 1.114
14 H -0.329 0.766 2.040  C3 1.056
15 H -0.579 -0.842 1.698  C3 1.023
16 H 1.369 0.839 -1.279  N5 0.939

natural (NBO) population analysis, charges in e, atoms 1 to 4: atom 1 (C): -0.606, atom 2 (C): -0.695, atom 3 (C): -0.668, atom 4 (C): 0.089


[2]
The following is a quantum chemistry calculation of a cluster of 13 separate species, H26O13 in total in a non-equilibrium geometry, from the Open Molecules 2025 dataset.

## Properties
- energy relative to the best compared isomer or geometry (same formula, charge and spin) (kcal per mole) = 103.57
- lowest unoccupied orbital energy (eV) = -0.52
- E_tot (eV) = -27037.4560
- molecular weight (g/mol) = 234.2
- orbital gap (eV) = 9.513

Bonds (Å) are listed after each position.
Atoms and positions in Å:
1 H 0.620 -0.059 -1.235  O27 0.964
2 H -0.199 0.129 0.032  O27 0.964
3 H -5.291 -0.232 -0.437  O28 0.964
4 H -4.416 -1.231 0.303  O28 0.964
5 H 1.105 5.281 -1.311  O29 0.964
6 H 1.692 4.023 -0.691  O29 0.964
7 H 1.680 -2.204 -1.036  O30 0.964
8 H 1.312 -2.247 0.438  O30 0.964
9 H 2.196 -4.003 -1.185  O31 0.964
10 H 2.708 -5.434 -1.162  O31 0.964
11 H 0.910 1.461 1.866  O32 0.964
12 H 0.255 1.942 3.151  O32 0.964
13 H -1.496 -3.437 -1.007  O33 0.964
14 H -2.147 -2.188 -1.578  O33 0.964
15 H 2.874 -0.088 2.319  O34 0.964
16 H 1.485 -0.655 2.561  O34 0.964
17 H 0.119 2.253 -1.128  O35 0.964
18 H 1.522 2.210 -1.710  O35 0.964
19 H -2.905 -2.164 2.454  O36 0.964
20 H -3.876 -1.087 2.908  O36 0.964
21 H 5.619 0.348 -0.160  O37 0.964
22 H 4.484 -0.634 0.079  O37 0.964
23 H -2.991 2.792 -0.208  O38 0.964
24 H -2.568 4.252 -0.191  O38 0.964
25 H -2.897 -0.223 -1.978  O39 0.964
26 H -1.601 0.541 -1.761  O39 0.964
27 O 0.448 -0.459 -0.375  H1 0.964, H2 0.964
28 O -5.178 -0.653 0.423  H3 0.964, H4 0.964
29 O 1.905 4.941 -0.894  H5 0.964, H6 0.964
30 O 2.062 -2.127 -0.154  H7 0.964, H8 0.964
31 O 2.262 -4.777 -0.615  H9 0.964, H10 0.964
32 O 0.960 2.158 2.531  H11 0.964, H12 0.964
33 O -1.308 -2.662 -1.548  H13 0.964, H14 0.964
34 O 1.954 0.013 2.048  H15 0.964, H16 0.964
35 O 0.642 2.567 -1.874  H17 0.964, H18 0.964
36 O -2.943 -1.238 2.718  H19 0.964, H20 0.964
37 O 5.155 -0.121 0.543  H21 0.964, H22 0.964
38 O -2.210 3.357 -0.208  H23 0.964, H24 0.964
39 O -1.942 -0.345 -1.928  H25 0.964, H26 0.964

natural (NBO) population analysis, charges in e, atoms 1 to 4: atom 1 (H): 0.464, atom 2 (H): 0.455, atom 3 (H): 0.464, atom 4 (H): 0.470


[3]
The following is a quantum chemistry calculation of a cluster of 14 separate species, C14H56N18O14 in total in a non-equilibrium geometry, from the Open Molecules 2025 dataset.

## Properties
- energy relative to the best compared isomer or geometry (same formula, charge and spin) (kcal per mole) = 90.71
- lowest unoccupied orbital energy (eV) = -0.12
- E_tot (eV) = -70918.1286
- molecular weight (g/mol) = 700.7
- orbital gap (eV) = 8.482

Bonds (Å) are listed after each position.
Atoms and positions in Å:
1 C 3.564 1.144 1.485  O2 1.268, N3 1.339, N4 1.317
2 O 2.731 0.861 0.572  C1 1.268
3 N 3.508 2.242 2.248  C1 1.339, H5 1.010, H6 1.010
4 N 4.469 0.280 1.895  C1 1.317, H7 1.010, H8 1.010
5 H 4.155 2.438 2.998  N3 1.010
6 H 2.828 2.974 2.092  N3 1.010
7 H 4.439 -0.674 1.567  N4 1.010
8 H 5.171 0.700 2.488  N4 1.010
9 C -1.071 3.701 1.738  O10 1.188, N11 1.329, N12 1.285
10 O -0.053 3.800 2.342  C9 1.188
11 N -2.198 4.312 2.088  C9 1.329, H13 1.010, H14 1.010
12 N -1.362 2.906 0.772  C9 1.285, H15 1.010, H16 1.010
13 H -2.982 4.100 1.488  N11 1.010
14 H -2.171 5.103 2.716  N11 1.010
15 H -0.711 2.210 0.437  N12 1.010
16 H -2.313 2.975 0.439  N12 1.010
17 C -4.613 1.543 0.055  O18 1.250, N19 1.309, N20 1.293
18 O -3.975 2.602 0.233  C17 1.250
19 N -4.253 0.555 -0.725  C17 1.309, H21 1.010, H22 1.010
20 N -5.827 1.518 0.501  C17 1.293, H23 1.010, H24 1.010
21 H -4.864 -0.240 -0.608  N19 1.010
22 H -3.249 0.449 -0.719  N19 1.010
23 H -6.307 2.296 0.932  N20 1.010
24 H -6.170 0.599 0.738  N20 1.010
25 C 0.370 -4.936 1.810  O26 1.205, N27 1.340, N28 1.254
26 O -0.318 -5.873 1.493  C25 1.205
27 N -0.270 -3.784 2.059  C25 1.340, H29 1.010, H30 1.010
28 N 1.609 -4.989 1.990  C25 1.254, H31 1.010, H32 1.010
29 H 0.313 -3.024 2.379  N27 1.010
30 H -1.278 -3.760 2.012  N27 1.010
31 H 1.957 -5.904 1.740  N28 1.010
32 H 2.197 -4.168 1.955  N28 1.010
33 C 2.753 -2.877 -1.191  O34 1.177, N35 1.272, N36 1.288
34 O 1.830 -2.883 -1.922  C33 1.177
35 N 3.579 -3.840 -1.105  C33 1.272, H37 1.010, H38 1.010
36 N 3.099 -1.864 -0.474  C33 1.288, H39 1.010, H40 1.010
37 H 3.556 -4.689 -1.650  N35 1.010
38 H 4.422 -3.619 -0.594  N35 1.010
39 H 2.655 -0.972 -0.639  N36 1.010
40 H 3.853 -1.879 0.197  N36 1.010
41 C -0.925 3.963 -2.661  O42 1.211, N43 1.294, N44 1.345
42 O 0.210 3.548 -2.735  C41 1.211
43 N -2.027 3.285 -2.683  C41 1.294, H45 1.010, H46 1.010
44 N -1.118 5.289 -2.537  C41 1.345, H47 1.010, H48 1.010
45 H -2.953 3.687 -2.679  N43 1.010
46 H -1.947 2.296 -2.872  N43 1.010
47 H -0.295 5.822 -2.295  N44 1.010
48 H -2.067 5.540 -2.298  N44 1.010
49 C 0.401 0.082 3.795  O50 1.206, N51 1.295, N52 1.336
50 O 0.626 -1.096 3.669  C49 1.206
51 N -0.588 0.725 3.259  C49 1.295, H53 1.010, H54 1.010
52 N 1.106 0.837 4.642  C49 1.336, H55 1.010, H56 1.010
53 H -1.361 0.330 2.742  N51 1.010
54 H -0.686 1.695 3.523  N51 1.010
55 H 0.706 1.708 4.960  N52 1.010
56 H 1.942 0.503 5.099  N52 1.010
57 C -0.308 0.264 -0.537  O58 1.208, N59 1.311, N60 1.331
58 O -1.471 0.295 -0.861  C57 1.208
59 N 0.069 -0.637 0.338  C57 1.311, H61 1.010, H62 1.010
60 N 0.635 1.100 -0.967  C57 1.331, H63 1.010, H64 1.010
61 H 1.045 -0.780 0.553  N59 1.010
62 H -0.734 -1.080 0.761  N59 1.010
63 H 1.492 0.969 -0.449  N60 1.010
64 H 0.484 1.776 -1.703  N60 1.010
65 C 0.520 -0.703 -4.891  O66 1.231, N67 1.316, N68 1.301
66 O -0.140 0.010 -5.648  C65 1.231
67 N 0.675 -2.004 -5.014  C65 1.316, H69 1.010, H70 1.010
68 N 1.108 -0.150 -3.870  C65 1.301, H71 1.010, H72 1.010
69 H 1.271 -2.407 -4.305  N67 1.010
70 H 0.210 -2.545 -5.729  N67 1.010
71 H 1.099 0.856 -3.779  N68 1.010
72 H 1.442 -0.848 -3.221  N68 1.010
73 C 2.387 4.508 -0.343  O74 1.389, H75 1.090, H76 1.090, H77 1.090
74 O 3.663 5.031 -0.171  C73 1.389, H78 0.960
75 H 1.615 5.276 -0.376  C73 1.090
76 H 2.387 3.920 -1.261  C73 1.090
77 H 2.146 3.696 0.342  C73 1.090
78 H 3.819 5.729 -0.811  O74 0.960
79 C -3.140 0.182 -4.181  O80 1.435, H81 1.090, H82 1.090, H83 1.090
80 O -4.481 -0.038 -3.719  C79 1.435, H84 0.960
81 H -2.468 -0.220 -3.423  C79 1.090
82 H -2.907 -0.450 -5.038  C79 1.090
83 H -2.976 1.210 -4.505  C79 1.090
84 H -4.678 0.338 -2.858  O80 0.960
85 C -3.378 -2.105 1.310  O86 1.414, H87 1.090, H88 1.090, H89 1.090
86 O -2.382 -1.508 2.118  C85 1.414, H90 0.960
87 H -3.675 -1.579 0.402  C85 1.090
88 H -2.894 -3.061 1.114  C85 1.090
89 H -4.328 -2.266 1.820  C85 1.090
90 H -2.286 -2.076 2.886  O86 0.960
91 C -1.064 -4.261 -1.706  O92 1.386, H93 1.090, H94 1.090, H95 1.090
92 O -0.434 -4.255 -2.941  C91 1.386, H96 0.960
93 H -0.792 -3.439 -1.044  C91 1.090
94 H -2.139 -4.142 -1.846  C91 1.090
95 H -1.144 -5.168 -1.107  C91 1.090
96 H 0.426 -3.871 -2.752  O92 0.960
97 C 3.856 -2.286 3.590  O98 1.412, H99 1.090, H100 1.090, H101 1.090
98 O 2.735 -2.332 2.733  C97 1.412, H102 0.960
99 H 4.781 -2.100 3.045  C97 1.090
100 H 3.794 -1.476 4.316  C97 1.090
101 H 3.965 -3.277 4.031  C97 1.090
102 H 2.100 -1.642 2.937  O98 0.960

Mulliken population analysis, charges in e, atoms 1 to 4: atom 1 (C): 0.689, atom 2 (O): -0.981, atom 3 (N): -0.323, atom 4 (N): -0.308


[4]
The following is a quantum chemistry calculation of the molecule C4H4N2O2 in a non-equilibrium geometry, from the Open Molecules 2025 dataset.

## Properties
- energy relative to the best compared isomer or geometry (same formula, charge and spin) (kcal per mole) = 50.59
- SMILES = O=C1N=CN=C1CO
- lowest unoccupied orbital energy (eV) = -1.85
- E_tot (eV) = -11286.3456
- molecular weight (g/mol) = 112.1
- orbital gap (eV) = 8.938

Bonds (Å) are listed after each position.
Atoms and positions in Å:
1 C 1.624 0.654 0.037  C2 1.471, H6 1.149, H7 1.089, O11 1.361
2 C 0.296 0.022 0.038  C1 1.471, C4 1.496, N9 1.292
3 C -1.273 -1.442 -0.001  H8 1.119, N9 1.449, N10 1.287
4 C -1.049 0.676 0.063  C2 1.496, N10 1.437, O12 1.217
5 H 2.173 -1.157 0.027  O11 1.020
6 H 1.574 1.441 -0.800  C1 1.149
7 H 1.658 1.278 0.930  C1 1.089
8 H -1.617 -2.502 -0.098  C3 1.119
9 N 0.162 -1.257 -0.080  C2 1.292, C3 1.449
10 N -2.013 -0.390 0.064  C3 1.287, C4 1.437
11 O 2.639 -0.250 -0.015  C1 1.361, H5 1.020
12 O -1.191 1.876 -0.081  C4 1.217

natural (NBO) population analysis, charges in e, atoms 1 to 4: atom 1 (C): -0.113, atom 2 (C): 0.211, atom 3 (C): 0.308, atom 4 (C): 0.593


Question: The highest molecular weight belongs to which entry?
Answer: C14H56N18O14